Density functional theory data (ωB97M-V/def2-TZVPD) for an isolated ion of composition C18H18N3 and charge +1 in a non-equilibrium geometry.

Properties
LUMO energy ... -3.91 eV
SMILES ... Cc1c2cc[n+](C)cc2c(C)c2c1[nH]c1ccc(N)cc12
Energy relative to the best compared isomer or geometry (same formula, charge and spin) ... 0.000 eV
Orbital gap ... 0.2273 Ha
HOMO ... -10.1 eV
Total charge ... +1

The geometry in XYZ format:
```
39
Properties=species:S:1:pos:R:3:nbo_charge:R:1
C -2.9526 0.0505 1.3536 -0.65
C -1.4987 -0.0207 0.9349 -0.09
C -0.8012 -1.1583 0.5099 0.10
C -1.4621 -2.4678 0.4989 -0.23
C -0.7964 -3.6136 0.0468 0.02
N 0.4494 -3.4696 -0.5727 -0.32
C 1.0839 -4.6974 -1.1681 -0.41
C 1.1598 -2.2498 -0.4399 0.13
C 0.6093 -1.0937 0.0757 -0.14
C 1.3747 0.1601 0.1668 0.08
C 2.8725 0.1807 -0.0373 -0.65
C 0.6744 1.2833 0.5772 0.00
C -0.7593 1.2343 0.9503 0.27
N -1.1582 2.4535 1.4545 -0.53
C -0.0707 3.3131 1.4337 0.12
C 0.0348 4.6531 1.8125 -0.21
C 1.2700 5.3143 1.5999 -0.22
C 2.3460 4.6810 0.9557 0.15
N 3.5259 5.3974 0.7356 -0.81
C 2.2157 3.3477 0.6338 -0.19
C 1.0549 2.6578 0.8854 -0.12
H -3.3885 0.9809 0.9434 0.22
H -3.5741 -0.7919 1.0104 0.23
H -3.0092 0.0922 2.4428 0.23
H -2.4310 -2.6038 0.9468 0.24
H -1.2878 -4.5863 0.0668 0.24
H 0.3271 -5.4090 -1.5025 0.23
H 1.6335 -4.4053 -2.0408 0.23
H 1.7090 -5.2261 -0.4413 0.23
H 2.2172 -2.2733 -0.7815 0.23
H 3.2989 -0.7782 0.1276 0.22
H 3.0423 0.5341 -1.0427 0.24
H 3.3273 0.8885 0.6287 0.24
H -2.0787 2.6300 1.8524 0.44
H -0.7869 5.1636 2.3191 0.23
H 1.3998 6.3617 1.8724 0.22
H 4.3821 4.8303 0.6693 0.39
H 3.5763 6.3647 0.9753 0.40
H 3.1085 2.9099 0.1846 0.20
```

=====

Density functional theory data (ωB97M-V/def2-TZVPD) for one molecule with the formula C18H18N4O4S2 in a non-equilibrium geometry.

Properties
LUMO energy ... -0.37 eV
SMILES ... CC(C)(C)c1nnc2sc(SCC(=O)c3ccc4c(c3)OCCO4)nn2c1=O
Energy relative to the best compared isomer or geometry (same formula, charge and spin) ... 1.338 eV
Orbital gap ... 0.3071 Ha
HOMO ... -8.7 eV
Total charge ... 0

The geometry in XYZ format:
```
46
Properties=species:S:1:pos:R:3:nbo_charge:R:1
C -3.1541 -0.3629 -1.7552 -0.60
C -3.4055 -0.7814 -0.3012 -0.09
C -4.3956 0.1835 0.3519 -0.59
C -3.9763 -2.2060 -0.2664 -0.60
C -2.0994 -0.7776 0.4581 0.13
N -2.0134 -0.0363 1.5132 -0.20
N -0.9161 0.0328 2.2631 -0.34
C 0.1065 -0.6647 1.9010 0.24
S 1.6682 -0.6867 2.6849 0.42
C 2.2079 -1.7556 1.3758 -0.10
S 3.8569 -2.2497 1.2276 0.33
C 4.0081 -2.2717 -0.5995 -0.61
C 4.5135 -0.8997 -1.0384 0.57
O 5.5996 -0.7736 -1.5446 -0.51
C 3.6407 0.2381 -0.6696 -0.18
C 4.2352 1.3347 -0.0426 -0.16
C 3.4598 2.3555 0.4610 -0.25
C 2.0743 2.3196 0.3312 0.24
C 1.4809 1.2667 -0.3796 0.27
C 2.2641 0.2325 -0.8700 -0.24
O 0.1252 1.2092 -0.5855 -0.52
C -0.5310 2.4382 -0.3435 -0.10
C -0.0439 3.0499 0.9667 -0.11
O 1.3437 3.3157 0.8981 -0.48
N 1.3025 -2.0649 0.5286 -0.27
N 0.1319 -1.4734 0.7991 -0.26
C -0.9959 -1.6077 -0.0395 0.62
O -0.9547 -2.3221 -1.0100 -0.56
H -2.4911 -1.0673 -2.2481 0.24
H -4.0982 -0.3381 -2.2937 0.21
H -2.7037 0.6264 -1.7982 0.20
H -4.5713 -0.0948 1.3866 0.22
H -4.0078 1.1983 0.3395 0.21
H -5.3394 0.1606 -0.1869 0.21
H -3.2951 -2.9038 -0.7449 0.23
H -4.9255 -2.2307 -0.7958 0.21
H -4.1447 -2.5233 0.7607 0.21
H 4.7444 -3.0356 -0.8455 0.26
H 3.0326 -2.5263 -1.0054 0.27
H 5.3071 1.3503 0.0755 0.23
H 3.8995 3.1910 0.9806 0.23
H 1.7769 -0.5535 -1.4266 0.24
H -1.5962 2.2116 -0.2908 0.21
H -0.3333 3.1299 -1.1728 0.19
H -0.5316 4.0059 1.1592 0.21
H -0.2555 2.3569 1.7921 0.20
```

=====

Density functional theory data (ωB97M-V/def2-TZVPD) for one molecule with the formula C18H18N4O5.

Properties
LUMO energy ... 0.52 eV
SMILES ... COc1ccc(Oc2cn[nH]c2-c2ccc(OCC(=O)NN)cc2O)cc1
Energy relative to the best compared isomer or geometry (same formula, charge and spin) ... 3.771 eV
Orbital gap ... 0.3059 Ha
HOMO ... -7.8 eV
Total charge ... 0

The geometry in XYZ format:
```
45
Properties=species:S:1:pos:R:3:nbo_charge:R:1
C 0.7447 1.0949 4.1416 -0.27
O 0.4360 1.7588 2.9365 -0.50
C -0.5368 1.2287 2.1394 0.27
C -1.1627 0.0049 2.3455 -0.26
C -2.1379 -0.4331 1.4660 -0.24
C -2.5073 0.3387 0.3734 0.26
O -3.5016 -0.1373 -0.4438 -0.47
C -3.4243 0.1679 -1.7698 0.18
C -4.5137 0.4161 -2.6220 -0.09
N -4.0975 0.6681 -3.8484 -0.25
N -2.7725 0.6068 -3.8076 -0.33
C -2.2972 0.2852 -2.5772 0.10
C -0.8804 0.1670 -2.2542 -0.20
C 0.0233 1.1746 -2.5744 -0.15
C 1.3479 1.0925 -2.2022 -0.29
C 1.8036 -0.0229 -1.5043 0.33
O 3.1279 -0.0224 -1.1540 -0.50
C 3.7220 -1.2545 -0.8224 -0.16
C 3.3718 -1.7992 0.5606 0.61
O 3.4157 -2.9858 0.8280 -0.64
N 3.0451 -0.8647 1.4704 -0.46
N 2.6445 -1.2320 2.7722 -0.65
C 0.9222 -1.0492 -1.1948 -0.40
C -0.4139 -0.9574 -1.5606 0.44
O -1.2896 -1.9499 -1.2811 -0.66
C -1.8928 1.5730 0.1766 -0.25
C -0.9159 2.0056 1.0451 -0.23
H 1.1917 0.1141 3.9509 0.20
H -0.1427 0.9859 4.7731 0.17
H 1.4685 1.7320 4.6479 0.19
H -0.8966 -0.6206 3.1826 0.21
H -2.6273 -1.3821 1.6205 0.22
H -5.5566 0.4106 -2.3814 0.21
H -2.2318 0.7439 -4.6464 0.41
H -0.3287 2.0453 -3.1071 0.22
H 2.0461 1.8786 -2.4376 0.23
H 3.4908 -2.0278 -1.5655 0.21
H 4.8018 -1.0722 -0.8416 0.22
H 2.8912 0.1018 1.2194 0.41
H 2.4202 -2.2288 2.7287 0.38
H 3.4405 -1.1362 3.4067 0.35
H 1.2531 -1.9291 -0.6612 0.22
H -0.8542 -2.6489 -0.7780 0.49
H -2.1920 2.1995 -0.6498 0.23
H -0.4346 2.9596 0.9000 0.22
```

=====

Density functional theory data (ωB97M-V/def2-TZVPD) for C18H18N5OPt as an isolated structure.

Properties
LUMO energy ... -3.83 eV
Energy relative to the best compared isomer or geometry (same formula, charge and spin) ... 0.668 eV
Orbital gap ... 0.2685 Ha
HOMO ... -11.1 eV
Total charge ... +1

The geometry in XYZ format:
```
43
Properties=species:S:1:pos:R:3:nbo_charge:R:1
Pt 0.9137 -0.6229 0.5776 0.88
C -1.2414 -0.7398 4.1978 -0.68
C -0.4343 -0.3689 3.0057 0.24
N -0.4225 -1.0389 1.9073 -0.20
N -1.0915 -2.2136 1.7179 -0.42
C -0.7188 -2.7783 0.5781 0.60
O 0.1358 -2.2621 -0.2702 -0.69
C -1.3141 -4.0759 0.2161 -0.10
C -0.9372 -4.6945 -0.9744 -0.17
C -1.4849 -5.9182 -1.3200 -0.22
C -2.4078 -6.5276 -0.4816 -0.17
C -2.7875 -5.9122 0.7043 -0.22
C -2.2436 -4.6896 1.0553 -0.16
C 0.4298 0.8237 2.9591 0.17
C 0.5086 1.7392 3.9909 -0.21
C 1.2486 2.9002 3.8158 -0.12
C 1.8672 3.1284 2.6023 -0.24
C 1.7792 2.1571 1.6184 0.08
N 1.1164 1.0191 1.7959 -0.43
H -1.8134 -1.6380 3.9875 0.27
H -1.9286 0.0681 4.4562 0.24
H -0.5953 -0.9206 5.0588 0.24
H -0.2233 -4.2083 -1.6239 0.23
H -1.1952 -6.3969 -2.2457 0.22
H -2.8337 -7.4845 -0.7533 0.22
H -3.5097 -6.3874 1.3543 0.22
H -2.5319 -4.2006 1.9746 0.23
H -0.0250 1.5530 4.9116 0.25
H 1.3159 3.6277 4.6129 0.24
H 2.4176 4.0375 2.4096 0.25
H 2.2514 2.2859 0.6577 0.20
C 5.7825 0.6066 -1.8436 -0.41
N 4.6042 -0.1274 -1.3983 -0.31
C 4.4414 -1.4891 -1.4121 -0.06
C 3.2023 -1.7344 -0.9136 -0.07
N 2.6113 -0.5320 -0.5904 -0.51
C 3.4847 0.4111 -0.8963 0.21
H 6.4630 -0.0915 -2.3214 0.23
H 6.2850 1.0682 -0.9964 0.22
H 5.4974 1.3670 -2.5667 0.23
H 5.2072 -2.1492 -1.7780 0.24
H 2.6826 -2.6670 -0.7836 0.25
H 3.3388 1.4717 -0.8026 0.21
```

=====

Density functional theory data (ωB97M-V/def2-TZVPD) for C18H18N5OS2Tl as an isolated structure.

Properties
LUMO energy ... 0.39 eV
Energy relative to the best compared isomer or geometry (same formula, charge and spin) ... 0.036 eV
Orbital gap ... 0.2880 Ha
HOMO ... -7.4 eV
Total charge ... 0

The geometry in XYZ format:
```
45
Properties=species:S:1:pos:R:3:nbo_charge:R:1
Tl -1.1041 -0.0142 1.5297 0.67
N -1.4760 2.6339 -2.0606 -0.54
C -2.8473 2.4827 -2.0093 0.17
C -3.8996 3.3369 -2.3153 -0.25
C -5.1752 2.8373 -2.1339 -0.21
C -5.3929 1.5315 -1.6689 -0.23
C -4.3404 0.6898 -1.3671 -0.20
C -3.0472 1.1804 -1.5368 0.08
N -1.8263 0.5719 -1.2821 -0.48
C -0.9323 1.4742 -1.5936 0.39
C 0.5046 1.3032 -1.4002 0.07
C 1.5008 2.0908 -1.8901 -0.43
S 3.0043 1.5676 -1.2714 0.46
C 2.2018 0.3272 -0.4042 -0.13
N 0.9183 0.2926 -0.5697 -0.44
H -0.9815 3.5030 -2.1597 0.42
H -3.7336 4.3450 -2.6719 0.22
H -6.0267 3.4678 -2.3536 0.21
H -6.4093 1.1820 -1.5436 0.21
H -4.5023 -0.3178 -1.0070 0.22
H 1.4290 2.9342 -2.5567 0.24
H 2.7193 -0.3577 0.2536 0.25
C -4.5164 1.2610 3.9449 -0.64
C -3.5656 2.3755 3.6272 0.27
C -3.7367 3.6630 4.1142 -0.36
C -2.7887 4.5982 3.7294 0.10
N -1.7615 4.3180 2.9422 -0.49
C -1.6653 3.0502 2.5120 0.28
S -0.3427 2.6202 1.4694 -0.45
N -2.5389 2.0769 2.8351 -0.56
H -5.2610 1.5676 4.6774 0.21
H -3.9680 0.4006 4.3292 0.23
H -5.0284 0.9424 3.0355 0.23
H -4.5647 3.9227 4.7581 0.22
H -2.8584 5.6261 4.0729 0.19
C 0.6010 -3.2056 0.2202 -0.26
O 1.2339 -3.2801 1.5160 -0.49
C 1.6850 -2.1738 2.0244 0.27
C 2.2259 -2.4925 3.3806 -0.77
H 1.1551 -3.8593 -0.4501 0.19
H 0.6084 -2.1769 -0.1318 0.22
H -0.4157 -3.5728 0.3376 0.20
H 1.4188 -2.2412 4.0804 0.25
H 3.0560 -1.8319 3.6261 0.23
H 2.4938 -3.5427 3.5217 0.21
```

=====

Density functional theory data (ωB97M-V/def2-TZVPD) for one molecule with the formula C18H18N6S3 in a non-equilibrium geometry.

Properties
LUMO energy ... -0.46 eV
SMILES ... CCCSc1nc(Sc2ccccn2)c2nnn(CCc3cccs3)c2n1
Energy relative to the best compared isomer or geometry (same formula, charge and spin) ... 2.333 eV
Orbital gap ... 0.3040 Ha
HOMO ... -8.7 eV
Total charge ... 0

The geometry in XYZ format:
```
45
Properties=species:S:1:pos:R:3:nbo_charge:R:1
C -3.3811 1.3446 2.7972 -0.60
C -3.5436 1.3575 1.3108 -0.42
C -3.9142 -0.0567 0.7044 -0.51
S -4.0716 0.1529 -1.0917 0.23
C -2.3215 -0.0999 -1.5375 0.29
N -1.6223 0.9634 -1.9518 -0.46
C -0.4502 0.8824 -2.5046 0.10
S 0.2446 2.3826 -2.9677 0.30
C 1.2457 2.7056 -1.5473 0.07
C 2.5987 2.3064 -1.7918 -0.25
C 3.4514 2.4744 -0.6608 -0.15
C 2.9470 3.0744 0.5964 -0.24
C 1.6342 3.3816 0.6019 0.02
N 0.8315 3.2195 -0.4351 -0.41
C 0.1062 -0.4037 -2.5311 -0.04
N 1.3123 -0.9566 -3.0202 -0.19
N 1.5206 -2.1549 -2.7148 0.03
N 0.3218 -2.5871 -2.0331 -0.25
C 0.3253 -3.8098 -1.2439 -0.21
C 1.3781 -3.7702 -0.0856 -0.45
C 1.3607 -2.4773 0.6611 -0.15
C 2.4305 -1.6798 1.0197 -0.25
C 2.1099 -0.4564 1.7670 -0.26
C 0.8089 -0.3961 2.2072 -0.39
S -0.1025 -1.7280 1.4744 0.33
C -0.5615 -1.4712 -1.9810 0.36
N -1.8286 -1.3441 -1.5776 -0.46
H -3.6515 0.3777 3.2270 0.20
H -4.0982 2.0588 3.2662 0.20
H -2.4661 1.5866 3.0701 0.20
H -4.4104 2.0079 1.2063 0.21
H -2.6785 1.7649 0.7615 0.22
H -3.2419 -0.8879 0.9258 0.23
H -4.9296 -0.2900 1.0470 0.22
H 3.0634 1.8651 -2.7212 0.26
H 4.4402 2.1548 -0.6676 0.21
H 3.6344 3.1774 1.4775 0.23
H 1.4234 3.9350 1.5330 0.19
H -0.5980 -3.8878 -0.7104 0.23
H 0.4921 -4.6520 -1.9271 0.22
H 1.1580 -4.6529 0.6502 0.23
H 2.3678 -3.9852 -0.4377 0.23
H 3.4169 -1.8529 0.6847 0.22
H 2.9233 0.2019 2.1266 0.23
H 0.3245 0.2246 3.0236 0.26
```

=====

Density functional theory data (ωB97M-V/def2-TZVPD) for C18H19AsN2O9RhS4 as an isolated structure in a non-equilibrium geometry.

Properties
LUMO energy ... 1.62 eV
Energy relative to the best compared isomer or geometry (same formula, charge and spin) ... 1.484 eV
Orbital gap ... 0.2622 Ha
HOMO ... -5.5 eV
Total charge ... -1

The geometry in XYZ format:
```
54
Properties=species:S:1:pos:R:3:nbo_charge:R:1
Rh -0.3027 -0.9571 0.6973 0.86
O -0.7005 3.4524 1.6944 -1.07
As -0.1802 2.5891 0.1730 2.47
O 1.3890 3.0817 0.0645 -1.20
O -0.2798 1.0431 0.8746 -1.15
C -1.4627 3.5104 -0.9605 -0.43
C -1.9944 4.7175 -0.5222 -0.18
C -2.7790 5.4764 -1.3793 -0.23
C -3.0308 5.0387 -2.6699 -0.21
C -2.5101 3.8316 -3.1080 -0.22
C -1.7368 3.0690 -2.2500 -0.21
S -1.1947 1.4369 -2.7027 2.42
O 0.0129 1.3315 -1.8378 -1.05
O -0.8720 1.4591 -4.1087 -0.99
O -2.2817 0.5924 -2.2872 -0.96
H 0.1348 3.8012 2.0282 0.48
H -1.7816 5.0590 0.4803 0.24
H -3.1869 6.4193 -1.0363 0.20
H -3.6402 5.6383 -3.3352 0.20
H -2.6975 3.4667 -4.1095 0.23
C 3.6386 -0.0252 -0.9857 -0.23
C 4.2029 -1.2820 -1.0797 -0.16
C 3.4300 -2.3898 -0.7610 -0.24
C 2.1190 -2.1918 -0.3606 0.18
N 1.5914 -0.9619 -0.2398 -0.43
C 2.3234 0.1050 -0.5581 0.10
C 1.2383 -3.3245 0.0218 0.19
C 1.4326 -4.6017 -0.4590 -0.24
C 0.6065 -5.6234 0.0006 -0.14
C -0.3730 -5.3350 0.9211 -0.24
C -0.5516 -4.0137 1.3112 0.14
N 0.2349 -3.0368 0.8851 -0.42
H 4.1925 0.8721 -1.2218 0.23
H 5.2328 -1.4065 -1.3890 0.21
H 3.8336 -3.3907 -0.8117 0.22
H 1.8750 1.0869 -0.4673 0.29
H 2.2056 -4.7934 -1.1884 0.22
H 0.7223 -6.6279 -0.3847 0.22
H -1.0606 -6.0858 1.2810 0.23
H -1.3525 -3.7191 1.9757 0.24
C -0.5704 0.4216 3.7023 -0.76
S 0.4845 -0.7552 2.8425 0.50
C 1.9761 0.2529 2.7885 -0.76
H -0.2071 0.5161 4.7252 0.21
H -1.5794 0.0160 3.7061 0.25
H -0.5582 1.3671 3.1612 0.28
H 1.7925 1.1103 2.1381 0.27
H 2.7897 -0.3604 2.4044 0.23
H 2.2172 0.5755 3.8005 0.22
O -2.6823 -3.6199 -0.2296 -1.01
S -2.6441 -2.1834 -0.4493 2.25
O -1.2672 -1.7822 -0.9639 -0.94
O -3.7398 -1.6698 -1.2060 -0.92
S -2.4583 -1.2008 1.3853 -0.41
```

=====

Density functional theory data (ωB97M-V/def2-TZVPD) for C18H19B2F9HgNO20PS as an isolated structure in a non-equilibrium geometry.

Properties
LUMO energy ... 3.27 eV
Energy relative to the best compared isomer or geometry (same formula, charge and spin) ... 3.107 eV
Orbital gap ... 0.3118 Ha
HOMO ... -5.2 eV
Total charge ... -2

The geometry in XYZ format:
```
72
Properties=species:S:1:pos:R:3:mulliken_charge:R:1
Hg -1.0156 0.3076 1.6818 2.60
O -2.2167 1.0597 -0.0595 -0.35
C -2.6246 1.4691 -1.1452 -0.08
O -2.7194 0.8267 -2.2847 -0.21
B -3.3067 1.8091 -3.2648 1.21
O -3.2238 3.0977 -2.5651 -0.56
C -2.8419 2.9644 -1.3830 0.56
O -2.6393 3.8694 -0.5654 -0.64
O -4.7293 1.5058 -3.5843 -0.58
C -4.8310 1.1860 -4.8683 0.61
O -5.7373 0.8158 -5.6506 -0.65
C -3.4128 1.2787 -5.4727 0.68
O -2.6374 1.7591 -4.5688 -0.56
O -3.1546 0.9752 -6.6358 -0.65
O -1.0341 -1.8001 0.7096 -0.36
C -1.1607 -2.4788 -0.3884 0.18
O -1.6858 -1.9346 -1.3834 -0.20
B -1.9358 -2.8411 -2.5221 1.32
O -1.3010 -4.0920 -2.0724 -0.47
C -0.8971 -3.9021 -0.7654 0.18
O -0.4260 -4.8056 -0.0491 -0.64
O -3.3865 -3.0721 -2.7662 -0.65
C -3.6762 -2.6670 -3.9832 0.71
O -4.7817 -2.7004 -4.4465 -0.63
C -2.3626 -2.2793 -4.6678 0.59
O -1.4035 -2.3447 -3.8392 -0.58
O -2.3078 -1.9311 -5.7945 -0.62
P -1.3837 -0.2501 4.8388 1.16
F -0.4278 -1.2491 5.7542 -0.43
F -2.7218 -1.0013 5.3712 -0.36
F -1.5326 0.9612 5.9794 -0.41
F -2.1785 0.6222 3.6947 -0.43
F -0.2109 0.6333 4.2624 -0.26
F -1.2415 -1.2417 3.5411 -0.32
C 0.4313 3.9478 3.7355 0.58
F -0.6143 3.7415 4.5935 -0.23
F 0.9882 5.1678 3.9497 -0.23
F 1.3071 2.9829 3.9509 -0.20
S -0.1267 3.7040 1.8648 1.02
O 1.0375 3.6163 1.0500 -0.70
O -0.9747 2.5056 1.7264 -0.67
O -0.9459 4.9160 1.4980 -0.66
C 1.6991 -1.4242 2.8782 -1.63
C 2.6373 -0.9722 1.7870 1.01
C 3.1821 -2.3081 1.0395 -1.11
C 3.6329 -2.0207 -0.4037 -0.95
C 2.7002 -1.1274 -1.1927 -0.83
C 2.2362 0.1626 -0.4806 1.48
N 1.8032 -0.1370 0.8686 0.75
O 1.3369 0.9290 1.5175 0.76
C 3.4438 1.0767 -0.5644 -1.73
C 1.0609 0.6303 -1.3071 -1.78
C 3.9060 -0.2173 2.2900 -1.69
H 1.4959 -0.5972 3.5585 0.13
H 2.3323 -2.0585 3.4985 0.50
H 0.8453 -1.9991 2.5195 0.23
H 3.9742 -2.8293 1.5771 0.41
H 2.3395 -2.9995 1.0481 0.44
H 3.9359 -2.8821 -0.9989 0.45
H 4.5264 -1.3967 -0.4213 0.35
H 1.8511 -1.7882 -1.3670 -0.14
H 3.0586 -0.8362 -2.1801 0.68
H 4.2925 0.8704 0.0877 0.19
H 3.6967 1.3021 -1.6005 0.47
H 3.1903 2.0912 -0.2567 0.31
H 0.6298 1.5777 -0.9837 0.23
H 1.2448 0.6959 -2.3794 0.52
H 0.2548 -0.0956 -1.1999 -0.13
H 4.2330 -0.7514 3.1821 0.48
H 3.6133 0.7836 2.6072 0.32
H 4.7338 -0.1414 1.5848 0.39
H 2.1564 1.3299 1.8163 -0.17
```

=====

no.,E_tot (eV)
1,-23423.24875
2,-54777.51619
3,-35154.35981
4,-31698.13258
5,-54819.15027
6,-60400.60771
7,-147573.12848
8,-111539.26371